{"formula": "H3O2PS", "method": "wB97M-V/def2-TZVPD", "species": ["O", "O", "P", "S", "H", "H", "H"], "xyz": [[1.164, 1.204, 0.673], [-0.361, -0.805, 0.294], [-0.037, 0.292, 1.305], [-0.757, -0.830, -1.830], [1.452, 0.681, -0.084], [-0.939, 1.444, 1.474], [0.005, -1.929, -1.516]], "atomic_forces_ev_per_a": [[-0.4, -0.4, 0.2], [-0.7, 0.2, 0.1], [0.3, 1.1, 0.3], [0.8, -0.7, 0.8], [0.5, 0.1, -0.3], [0.0, -0.9, -0.3], [-0.6, 0.6, -0.7]], "de_lowest_kcal_mol": 84.8, "homo_lumo_gap_ev": [8.04, 6.62], "e_lumo_ev": [-1.2732, -2.0772], "e_homo_ev": [-9.316, -8.701]}

---

{"formula": "C6H12N2S", "method": "wB97M-V/def2-TZVPD", "species": ["C", "C", "C", "S", "C", "N", "H", "H", "H", "H", "H", "H", "H", "H", "N", "C", "C", "H", "H", "H", "H"], "xyz": [[2.847, -0.710, -0.887], [1.282, -0.585, -0.406], [0.869, 0.580, 0.451], [1.512, 0.770, 2.132], [0.199, 1.593, 0.004], [-0.359, 2.590, -0.399], [2.986, -1.553, -1.559], [3.574, -0.830, -0.148], [3.105, 0.128, -1.510], [1.035, -1.558, 0.081], [0.789, -0.564, -1.392], [2.725, 0.479, 1.716], [-1.423, 2.744, -0.178], [-3.358, 1.633, -0.552], [-3.011, 0.919, 0.005], [-2.630, -0.219, -0.316], [-1.944, -1.001, 0.827], [-2.805, -0.712, -1.363], [-2.411, -1.917, 1.128], [-1.005, -1.220, 0.568], [-1.977, -0.569, 1.799]], "atomic_forces_ev_per_a": [[-2.5, 0.4, -0.6], [1.7, -1.4, -0.9], [1.4, -0.6, 0.4], [-0.8, -0.3, -0.6], [-0.9, 0.6, -0.1], [-2.3, 1.2, 0.2], [-0.5, -0.4, 0.1], [0.9, 0.0, 1.5], [0.1, 0.7, 0.0], [0.1, 0.7, -0.2], [-0.3, 0.1, 0.6], [0.9, 0.0, 0.1], [2.6, -0.9, -0.4], [-1.2, 0.6, -2.1], [0.9, 0.3, 2.3], [-0.2, -1.5, -0.1], [-3.6, 0.0, -0.2], [0.6, 0.7, 1.7], [-0.6, -1.1, -0.8], [3.7, -0.9, -0.9], [0.2, 1.6, 0.3]], "de_lowest_kcal_mol": 77.6, "homo_lumo_gap_ev": 9.04, "e_lumo_ev": 0.7915, "smiles": "CCC(S)=C=N.[H]/N=C/C", "e_homo_ev": -8.246}

---

{"formula": "C6H10O", "method": "wB97M-V/def2-TZVPD", "species": ["C", "C", "C", "C", "C", "C", "O", "H", "H", "H", "H", "H", "H", "H", "H", "H", "H"], "xyz": [[1.612, 0.376, 0.519], [0.338, 0.655, 0.531], [-0.274, 1.999, 0.400], [-0.783, -0.463, 0.765], [-0.897, -1.309, -0.511], [0.281, -1.306, -1.463], [0.191, -1.257, -2.650], [2.415, 1.141, 0.495], [2.021, -0.674, 0.439], [-1.371, 1.971, 0.350], [0.076, 2.498, -0.603], [0.220, 2.719, 1.150], [-0.483, -1.017, 1.697], [-1.800, -0.179, 0.954], [-1.825, -1.110, -0.893], [-0.969, -2.401, -0.177], [1.248, -1.642, -1.003]], "atomic_forces_ev_per_a": [[2.6, -1.1, -0.3], [-3.5, -0.9, 1.0], [2.0, 2.8, -1.4], [2.8, -0.3, 0.3], [2.0, -2.4, 2.1], [-0.1, -1.5, 0.9], [-0.1, 0.6, -1.0], [-0.8, -0.3, -0.2], [-0.7, 1.4, 0.7], [0.5, 0.3, 0.5], [-0.7, -1.0, 1.6], [-1.4, -0.9, -0.7], [-0.1, 0.1, -1.1], [-0.2, 1.2, 0.3], [-2.0, 0.6, -1.9], [0.2, 1.1, -0.6], [-0.5, 0.4, -0.2]], "de_lowest_kcal_mol": 42.9, "homo_lumo_gap_ev": 10.37, "e_lumo_ev": 0.8799, "smiles": "C=C(C)CCC=O", "e_homo_ev": -9.490}

---

{"formula": "C37H81FN5O3", "method": "wB97M-V/def2-TZVPD", "species": ["C", "C", "N", "C", "C", "C", "C", "F", "C", "N", "C", "C", "C", "O", "N", "C", "C", "C", "O", "N", "O", "N", "H", "H", "H", "H", "H", "H", "H", "H", "H", "H", "H", "H", "H", "H", "H", "H", "H", "H", "H", "H", "H", "H", "H", "H", "H", "C", "C", "C", "C", "C", "C", "H", "H", "H", "H", "H", "H", "H", "H", "H", "H", "H", "H", "H", "H", "C", "C", "C", "C", "C", "C", "H", "H", "H", "H", "H", "H", "H", "H", "H", "H", "H", "H", "H", "H", "C", "C", "C", "C", "C", "C", "H", "H", "H", "H", "H", "H", "H", "H", "H", "H", "H", "H", "H", "H", "C", "C", "C", "C", "C", "C", "H", "H", "H", "H", "H", "H", "H", "H", "H", "H", "H", "H", "H", "H"], "xyz": [[2.101, 2.095, 0.361], [2.138, 1.088, -0.752], [2.967, 1.296, -1.664], [1.272, -0.158, -0.794], [-0.226, 0.083, -0.481], [-0.331, 0.078, 1.116], [-1.062, -1.096, 1.731], [-0.964, 1.222, 1.516], [-0.939, -1.130, -1.099], [-2.440, -1.007, -1.102], [-2.909, 0.379, -0.836], [-4.419, 0.541, -1.027], [-5.065, 0.395, 0.329], [-4.953, -0.632, 0.921], [-5.747, 1.513, 0.773], [-5.971, 1.440, 2.222], [-7.080, 1.623, 0.072], [-2.010, 1.348, -1.573], [-1.837, 1.110, -2.984], [-2.974, 0.602, -3.615], [-2.833, 0.513, -4.770], [-0.693, 1.367, -0.979], [2.044, 3.069, -0.107], [3.032, 2.078, 0.908], [1.241, 2.010, 1.010], [2.929, 0.543, -2.351], [1.629, -0.846, -0.028], [1.380, -0.694, -1.729], [0.653, 0.119, 1.560], [-1.064, -0.965, 2.804], [-0.540, -2.017, 1.505], [-2.103, -1.185, 1.431], [-0.595, -2.063, -0.691], [-0.637, -1.153, -2.139], [-2.834, -1.693, -0.452], [-2.777, -1.292, -2.026], [-2.734, 0.555, 0.219], [-4.619, 1.501, -1.483], [-4.777, -0.244, -1.684], [-5.025, 1.486, 2.751], [-6.479, 0.526, 2.531], [-6.570, 2.272, 2.561], [-7.107, 2.492, -0.573], [-7.849, 1.674, 0.825], [-7.244, 0.728, -0.519], [-2.419, 2.343, -1.428], [-0.086, 1.726, -1.712], [-11.954, -0.053, 5.434], [-11.690, 0.336, 3.982], [-10.210, 0.554, 3.673], [-9.546, 1.691, 4.452], [-10.195, 3.063, 4.282], [-10.156, 3.575, 2.845], [-11.649, 0.733, 6.126], [-13.018, -0.233, 5.592], [-11.417, -0.967, 5.696], [-12.266, 1.230, 3.731], [-12.064, -0.460, 3.333], [-10.097, 0.733, 2.598], [-9.664, -0.372, 3.880], [-8.496, 1.756, 4.143], [-9.528, 1.440, 5.516], [-9.668, 3.776, 4.921], [-11.228, 3.042, 4.636], [-9.125, 3.640, 2.482], [-10.594, 4.572, 2.781], [-10.717, 2.928, 2.169], [-2.861, 2.579, 3.477], [-3.052, 2.092, 4.910], [-2.830, 3.183, 5.954], [-1.420, 3.774, 5.980], [-0.299, 2.761, 6.208], [-0.389, 2.048, 7.555], [-1.841, 2.919, 3.297], [-3.066, 1.771, 2.770], [-3.542, 3.403, 3.251], [-2.387, 1.243, 5.100], [-4.072, 1.711, 5.020], [-3.077, 2.782, 6.941], [-3.542, 3.995, 5.776], [-1.377, 4.533, 6.767], [-1.229, 4.305, 5.043], [0.657, 3.288, 6.156], [-0.284, 2.021, 5.401], [-0.367, 2.766, 8.377], [0.454, 1.367, 7.684], [-1.303, 1.458, 7.640], [8.710, -2.780, -2.555], [8.507, -1.664, -1.535], [7.063, -1.536, -1.057], [6.051, -1.187, -2.149], [6.340, 0.106, -2.911], [6.317, 1.348, -2.025], [8.139, -2.601, -3.468], [9.762, -2.852, -2.835], [8.406, -3.745, -2.144], [8.853, -0.716, -1.956], [9.141, -1.862, -0.667], [7.018, -0.783, -0.264], [6.758, -2.479, -0.591], [5.057, -1.114, -1.690], [5.990, -2.012, -2.866], [5.583, 0.222, -3.694], [7.301, 0.038, -3.427], [5.349, 1.450, -1.534], [6.487, 2.245, -2.623], [7.093, 1.312, -1.258], [8.069, -3.172, -6.791], [8.730, -4.050, -7.849], [9.286, -5.357, -7.287], [10.391, -5.194, -6.242], [11.612, -4.405, -6.708], [12.348, -5.059, -7.874], [8.782, -2.858, -6.027], [7.656, -2.270, -7.247], [7.251, -3.705, -6.299], [9.520, -3.486, -8.352], [7.991, -4.291, -8.617], [9.655, -5.968, -8.116], [8.467, -5.928, -6.838], [10.713, -6.190, -5.921], [9.979, -4.712, -5.349], [12.304, -4.311, -5.867], [11.325, -3.385, -6.982], [12.678, -6.066, -7.610], [13.232, -4.478, -8.142], [11.719, -5.127, -8.763]], "atomic_forces_ev_per_a": [[-0.6, 0.1, -0.2], [-0.3, -0.3, 0.3], [0.6, 0.1, -1.1], [-0.5, 0.1, 0.8], [0.7, -0.5, 1.3], [-0.5, -0.4, -0.5], [0.2, 0.1, 0.0], [-0.5, 0.5, 0.3], [0.4, 0.9, -0.9], [0.2, -1.0, -0.2], [-0.4, 0.3, 0.3], [0.3, -0.2, -0.5], [-0.7, 1.4, -1.3], [1.0, -1.6, 1.2], [-0.9, -0.2, 0.9], [0.1, -0.1, 0.4], [1.1, 0.0, -0.4], [0.3, 0.6, 0.8], [0.2, -0.1, -0.2], [-0.4, -0.3, -0.5], [0.1, 0.2, 0.6], [-0.2, -0.6, -1.2], [0.0, 0.3, -0.1], [0.2, -0.2, 0.3], [0.0, 0.0, 0.3], [0.2, 0.1, -0.2], [0.1, -0.2, 0.1], [0.2, 0.2, -0.4], [0.4, 0.0, -0.1], [0.0, 0.0, 0.3], [0.1, -0.3, 0.1], [-0.2, 0.1, -0.1], [-0.3, -0.3, 0.5], [-0.1, 0.1, -0.3], [-0.3, 0.4, 0.2], [-0.1, 0.1, 0.0], [0.4, 0.1, 0.2], [-0.1, 0.1, -0.1], [-0.3, -0.1, -0.2], [0.0, -0.1, -0.1], [-0.1, -0.1, -0.1], [-0.1, 0.4, -0.2], [-0.1, 0.2, -0.1], [-0.3, 0.1, 0.2], [-0.3, -0.1, -0.2], [-0.3, 0.2, -0.3], [0.3, 0.1, 0.3], [-0.1, 0.1, -0.1], [0.0, -0.1, 0.1], [0.0, 0.0, -0.1], [0.0, 0.0, 0.1], [0.1, 0.0, -0.1], [-0.1, 0.0, 0.1], [0.0, 0.0, 0.0], [0.0, 0.0, 0.0], [0.0, 0.0, 0.0], [0.0, 0.0, 0.0], [0.0, 0.0, 0.0], [0.0, 0.0, 0.0], [0.0, 0.0, 0.0], [0.0, 0.0, 0.0], [0.0, 0.0, 0.0], [0.0, 0.0, 0.0], [0.0, 0.0, 0.0], [0.0, 0.0, 0.0], [0.0, 0.0, -0.1], [0.0, 0.0, 0.0], [0.0, -0.1, 0.1], [-0.1, 0.1, -0.1], [0.0, 0.0, 0.1], [0.0, 0.0, -0.1], [0.0, 0.1, 0.1], [0.1, -0.1, -0.1], [0.0, 0.0, 0.0], [0.1, 0.1, 0.0], [0.0, 0.0, 0.0], [0.0, 0.0, 0.0], [0.0, 0.0, 0.0], [0.0, 0.0, 0.0], [0.0, 0.0, 0.0], [0.0, 0.0, 0.0], [0.0, 0.0, 0.0], [0.0, 0.0, 0.0], [0.0, 0.0, 0.0], [0.0, 0.0, 0.0], [0.0, 0.0, 0.0], [0.0, 0.0, 0.0], [0.1, 0.1, 0.0], [0.0, -0.1, 0.0], [0.0, 0.1, 0.1], [0.0, -0.1, -0.1], [-0.1, 0.1, 0.1], [0.1, 0.0, 0.0], [0.0, 0.0, 0.0], [0.0, -0.1, 0.0], [0.0, 0.0, 0.0], [0.0, 0.0, 0.0], [0.0, 0.0, 0.0], [0.0, 0.0, 0.0], [0.0, 0.0, 0.0], [0.0, 0.0, 0.0], [0.0, 0.0, 0.0], [0.0, 0.0, 0.0], [0.0, -0.1, 0.0], [0.1, 0.0, 0.0], [0.0, 0.0, 0.0], [0.0, 0.0, 0.0], [0.0, 0.1, -0.1], [-0.1, -0.1, 0.1], [0.1, 0.0, -0.1], [0.0, 0.1, 0.1], [0.1, -0.1, 0.0], [0.0, 0.1, 0.0], [0.0, 0.0, 0.0], [0.0, 0.0, 0.0], [0.0, 0.0, 0.0], [0.0, 0.0, 0.0], [0.0, 0.0, 0.0], [0.0, 0.0, 0.0], [0.0, 0.0, 0.0], [0.0, 0.0, 0.0], [0.0, 0.0, 0.0], [0.0, 0.0, 0.0], [0.0, 0.0, 0.0], [0.0, 0.0, 0.0], [0.0, 0.0, 0.0], [0.0, 0.0, 0.0]], "homo_lumo_gap_ev": 8.40, "e_lumo_ev": -3.5388, "e_homo_ev": -11.936, "total_charge": 1}

---

Number 1: energy -891.74814 Ha. Number 2: energy -743.39471 Ha. Number 3: energy -309.77401 Ha. Number 4: energy -2057.39112 Ha.